Below is C8H14N2O6 in the gas phase in a non-equilibrium geometry, with properties calculated with the ωB97M-V functional and the def2-TZVPD basis.

Positions of all 30 atoms, in Å:
C: -3.0687 -1.4004 0.8118
C: -2.3592 -1.0832 -0.4837
O: -3.3953 -0.9572 -1.3895
C: -1.5592 0.3103 -0.3840
N: -0.3580 0.3391 0.3512
C: 0.6955 -0.4100 -0.0052
O: 0.6720 -1.1635 -0.9898
C: 1.9335 -0.3653 0.8784
N: 1.7683 -1.1703 2.1799
C: 3.2739 -0.7399 0.2025
C: 3.7309 0.3662 -0.6398
O: 3.7112 0.2966 -1.8406
O: 4.0045 1.4504 0.0963
C: -2.5487 1.4476 0.2386
O: -2.0985 2.1679 1.1287
O: -3.6829 1.4185 -0.3162
H: -2.7949 -0.6084 1.5591
H: -4.2146 -1.2854 0.7833
H: -2.6709 -2.2889 1.3245
H: -1.5976 -1.7667 -0.8554
H: -3.8448 -1.6861 -1.7695
H: -1.3820 0.7017 -1.4413
H: -0.1346 1.2917 0.7320
H: 2.0706 0.7000 1.2669
H: 1.8910 -2.2192 1.9034
H: 0.8260 -1.3408 2.2759
H: 3.9431 -0.9563 1.1099
H: 3.1419 -1.7955 -0.3737
H: 4.4693 2.0040 -0.5740
H: -3.8507 0.6144 -0.8813

2S+1: 1
HOMO-LUMO gap in eV: 10.198
F_max in eV/Å: 5.6
SMILES: C[C@@H](O)[C@H](NC(=O)[C@@H](N)CC(=O)O)C(=O)O
Highest occupied orbital energy in hartree: -0.3614
E_LUMO in Ha: 0.01333
Net charge: 0

Need the Löwdin charges? In units of e they are:
1 C -0.03
2 C -0.35
3 O -0.04
4 C -0.16
5 N 0.10
6 C -0.43
7 O 0.06
8 C -0.29
9 N 0.06
10 C -0.09
11 C -0.58
12 O 0.12
13 O 0.11
14 C -0.51
15 O 0.08
16 O 0.17
17 H 0.09
18 H 0.12
19 H 0.08
20 H 0.13
21 H 0.11
22 H 0.18
23 H 0.18
24 H 0.15
25 H 0.12
26 H 0.01
27 H 0.15
28 H 0.18
29 H 0.15
30 H 0.12